2 unconnected molecules or ions with the total composition C4H6F2O in a non-equilibrium geometry. Source: OMol25; level of theory: wB97M-V/def2-TZVPD.

Last column: natural (NBO) charge in e.
Cartesian coordinates (Å):
C  -0.92  0.42  0.43  0.32
C  0.02  -0.17  -0.39  0.13
C  -2.28  1.08  -0.01  -0.67
C  2.66  -1.04  -1.77  0.12
O  3.14  0.17  -1.40  -0.68
F  -0.79  0.09  1.74  -0.34
F  -0.09  0.08  -1.65  -0.33
H  -2.48  0.75  -1.01  0.23
H  -3.04  0.69  0.67  0.23
H  -2.33  2.10  0.10  0.22
H  0.79  -0.77  -0.22  0.18
H  2.95  -1.00  -2.82  0.07
H  3.12  0.51  -0.53  0.50

For the energy above the lowest of the compared OMol25 structures with the same formula, charge and spin, the calculation gives 4.9308 eV. The maximum force comes out at 0.1357 hartree/bohr. The calculation puts the HOMO energy at -8.986 eV. The energy is -11722.73725 eV.



2 unconnected molecules or ions with the total composition C7H8N2O in a non-equilibrium geometry. Source: OMol25; level of theory: wB97M-V/def2-TZVPD.

Last column: natural (NBO) charge in e.
Cartesian coordinates (Å):
O  -1.32  1.48  0.09  -0.71
C  0.04  1.32  0.37  0.09
C  0.52  0.20  1.39  -0.30
C  1.55  -0.31  0.75  0.12
N  2.69  -1.21  0.51  -0.44
N  2.95  -0.61  -0.77  -0.44
C  1.78  0.25  -0.60  0.10
C  0.92  1.18  -0.89  -0.26
H  -1.66  0.61  -0.02  0.47
H  0.35  2.34  0.89  0.19
H  0.10  0.10  2.35  0.22
H  3.41  -1.12  1.09  0.36
H  2.80  -1.28  -1.55  0.36
H  0.60  1.75  -1.72  0.23
C  -3.18  -0.56  -0.68  -0.28
C  -3.23  -1.66  -0.18  -0.19
H  -3.66  0.37  -0.73  0.24
H  -2.70  -2.55  -0.10  0.23

For the energy above the lowest of the compared OMol25 structures with the same formula, charge and spin, the calculation gives 7.5436 eV. The maximum force comes out at 0.0978 hartree/bohr. The calculation puts the HOMO energy at -8.305 eV. The energy is -12408.85495 eV. The structure (SMILES) is OC1C=c2[nH][nH]c2=C1.C#C.



A molecular structure, C72H83AsF6KN4O4S in a non-equilibrium geometry. Source: OMol25; level of theory: wB97M-V/def2-TZVPD.

Last column: Löwdin spin population.
Cartesian coordinates (Å):
K  -0.01  -0.10  1.53  0.01
C  1.87  -3.02  2.75  0.00
O  1.12  -2.31  1.77  0.00
C  1.69  -2.45  0.51  0.00
C  2.78  -1.66  0.16  0.00
C  3.27  -0.56  1.08  0.00
C  3.30  0.83  0.46  0.00
C  4.34  1.68  0.75  0.00
C  4.37  3.01  0.31  0.00
C  3.28  3.43  -0.44  0.00
C  2.20  2.61  -0.75  0.00
C  1.00  3.28  -1.41  0.00
C  0.06  2.44  -2.22  0.00
C  0.15  2.41  -3.60  0.00
C  -0.75  1.70  -4.40  0.00
C  -1.72  0.96  -3.75  0.00
C  -1.83  0.92  -2.35  0.00
C  -2.81  -0.03  -1.70  0.00
C  -2.37  -1.47  -1.90  0.00
C  -2.65  -2.15  -3.08  0.00
C  -2.20  -3.44  -3.35  0.00
C  -1.43  -4.04  -2.35  0.00
C  -1.14  -3.41  -1.15  0.00
C  -0.18  -4.03  -0.16  0.00
C  1.17  -3.38  -0.38  0.00
C  1.85  -3.60  -1.58  0.00
C  2.99  -2.90  -1.92  0.00
C  3.43  -1.92  -1.03  0.00
C  3.76  -3.14  -3.22  0.00
C  5.17  -3.66  -2.87  0.00
C  3.07  -4.18  -4.10  0.00
C  3.87  -1.83  -4.01  0.00
C  -1.61  -2.10  -0.86  0.00
O  -1.39  -1.53  0.26  0.00
C  -2.51  -4.09  -4.70  0.00
C  -1.91  -5.50  -4.80  0.00
C  -4.02  -4.20  -4.91  0.00
C  -1.90  -3.24  -5.83  0.00
C  -0.97  1.72  -1.61  0.00
O  -1.12  1.86  -0.24  0.00
C  -2.21  2.71  0.09  0.01
C  -0.64  1.78  -5.92  0.00
C  -1.73  0.97  -6.62  0.00
C  0.72  1.24  -6.37  0.00
C  -0.78  3.25  -6.36  0.00
C  2.16  1.25  -0.31  0.00
O  1.20  0.45  -0.55  0.00
C  5.55  3.91  0.67  0.00
C  5.69  4.02  2.19  0.00
C  6.85  3.33  0.09  0.00
C  5.39  5.33  0.11  0.00
H  2.94  -2.95  2.56  0.00
H  1.58  -4.08  2.76  0.00
H  1.66  -2.58  3.73  0.00
H  4.28  -0.80  1.43  0.00
H  2.63  -0.53  1.96  0.00
H  5.15  1.30  1.36  0.00
H  3.24  4.45  -0.81  0.00
H  1.38  4.09  -2.04  0.00
H  0.40  3.75  -0.62  0.00
H  0.96  2.97  -4.06  0.00
H  -2.42  0.36  -4.32  0.00
H  -3.81  0.11  -2.12  0.00
H  -2.84  0.15  -0.63  0.00
H  -3.25  -1.63  -3.83  0.00
H  -1.04  -5.04  -2.51  0.00
H  -0.12  -5.11  -0.32  0.00
H  -0.52  -3.83  0.86  0.00
H  1.41  -4.31  -2.27  0.00
H  4.28  -1.29  -1.28  0.00
H  5.10  -4.59  -2.31  0.00
H  5.71  -2.93  -2.26  0.00
H  5.74  -3.84  -3.79  0.00
H  3.00  -5.15  -3.60  0.00
H  3.65  -4.32  -5.02  0.00
H  2.07  -3.86  -4.38  0.00
H  4.44  -1.08  -3.46  0.00
H  2.88  -1.42  -4.21  0.00
H  4.38  -2.01  -4.96  0.00
H  -2.32  -6.16  -4.03  0.00
H  -0.82  -5.48  -4.69  0.00
H  -2.15  -5.93  -5.78  0.00
H  -4.46  -4.83  -4.13  0.00
H  -4.25  -4.64  -5.89  0.00
H  -4.50  -3.22  -4.86  0.00
H  -0.83  -3.12  -5.67  0.00
H  -2.35  -2.25  -5.84  0.00
H  -2.07  -3.71  -6.81  0.00
H  -2.20  3.61  -0.54  0.00
H  -2.09  3.00  1.13  0.01
H  -3.17  2.21  -0.04  0.00
H  -1.65  -0.09  -6.39  0.00
H  -1.64  1.09  -7.70  0.00
H  -2.73  1.31  -6.32  0.00
H  0.82  0.19  -6.08  0.00
H  1.54  1.80  -5.91  0.00
H  0.82  1.31  -7.46  0.00
H  -1.74  3.65  -6.03  0.00
H  -0.73  3.32  -7.46  0.00
H  0.01  3.87  -5.94  0.00
H  5.82  3.04  2.65  0.00
H  4.80  4.47  2.62  0.00
H  6.56  4.64  2.46  0.00
H  7.04  2.33  0.49  0.00
H  7.71  3.96  0.35  0.00
H  6.79  3.25  -0.99  0.00
H  4.49  5.81  0.51  0.00
H  5.31  5.32  -0.98  0.00
H  6.25  5.94  0.39  0.00
S  -6.28  1.26  2.35  0.00
C  -6.27  -0.13  1.32  0.00
C  -7.31  -0.73  0.62  0.00
C  -7.03  -1.85  -0.14  0.00
C  -5.74  -2.38  -0.20  0.00
C  -4.70  -1.79  0.49  0.00
C  -4.96  -0.65  1.25  0.00
N  -4.02  0.04  1.98  0.01
C  -4.53  1.03  2.61  0.02
C  -3.75  1.90  3.50  0.09
C  -4.34  2.76  4.42  0.03
C  -3.55  3.51  5.28  -0.02
C  -2.16  3.40  5.23  0.03
C  -1.56  2.56  4.31  0.09
C  -2.37  1.84  3.47  0.70
H  -8.32  -0.32  0.67  0.00
H  -7.83  -2.33  -0.69  0.00
H  -5.54  -3.25  -0.81  0.00
H  -3.68  -2.16  0.45  0.00
H  -5.42  2.83  4.47  0.01
H  -4.01  4.17  6.01  0.00
H  -1.54  3.97  5.92  0.01
H  -0.48  2.47  4.26  0.01
C  -2.18  -1.18  5.27  0.00
C  -2.44  -2.09  6.50  0.00
N  -2.84  -3.44  6.07  0.00
C  -1.75  -4.02  5.27  0.00
C  -1.40  -3.09  4.08  0.00
N  -2.33  -1.97  4.04  0.00
C  -3.70  -2.47  3.96  0.00
C  -4.03  -3.32  5.22  0.00
H  -1.18  -0.77  5.29  0.00
H  -2.89  -0.35  5.23  0.00
H  -3.23  -1.69  7.14  0.00
H  -1.53  -2.19  7.11  0.00
H  -2.08  -5.01  4.93  0.00
H  -0.89  -4.17  5.93  0.00
H  -1.45  -3.61  3.12  0.00
H  -0.40  -2.68  4.19  0.00
H  -3.79  -3.06  3.04  0.00
H  -4.37  -1.61  3.87  0.00
H  -4.36  -4.32  4.96  0.00
H  -4.82  -2.85  5.82  0.00
F  0.71  0.03  3.75  0.00
As  1.73  0.30  5.14  0.00
F  3.09  -0.32  4.29  0.00
F  1.34  -1.31  5.69  0.00
F  2.73  0.51  6.56  0.00
F  0.37  0.91  6.03  0.00
F  2.12  1.91  4.65  0.00
N  0.96  2.40  2.09  0.00
C  1.37  3.44  2.33  0.00
C  1.89  4.74  2.63  0.00
C  1.86  5.75  1.67  0.00
C  2.35  7.01  1.98  0.00
C  2.87  7.26  3.24  0.00
C  2.90  6.25  4.20  0.00
C  2.41  4.99  3.90  0.00
H  1.47  5.53  0.68  0.00
H  2.34  7.79  1.23  0.00
H  3.26  8.24  3.48  0.00
H  3.31  6.45  5.18  0.00
H  2.43  4.19  4.62  0.00

As for the multiplicity: 2. For the energy above the lowest of the compared OMol25 structures with the same formula, charge and spin, the calculation gives 0.0000 eV. Its net charge is -2. The maximum force comes out at 0.0258 hartree/bohr. The calculation puts the HOMO energy (spin up / spin down) at -1.610 / -1.610 eV. The energy is -194472.93964 eV.



A gas-phase ion, C5H13NO (charge +1) in a non-equilibrium geometry. Source: OMol25; level of theory: wB97M-V/def2-TZVPD.

Last column: natural (NBO) charge in e.
Cartesian coordinates (Å):
C  0.01  -0.05  1.53  -0.09
O  0.83  -0.54  2.58  -0.72
C  0.72  -0.24  0.20  -0.12
C  -0.08  0.28  -1.01  -0.23
C  -1.51  -0.27  -0.96  -0.63
C  0.08  1.78  -1.15  -0.62
N  0.96  -1.66  0.02  -0.26
H  -0.21  1.01  1.71  0.22
H  -0.94  -0.58  1.56  0.20
H  0.33  -0.98  3.26  0.50
H  1.72  0.23  0.29  0.32
H  0.34  -0.19  -1.91  0.22
H  -1.56  -1.22  -0.39  0.20
H  -1.91  -0.43  -1.96  0.25
H  -2.33  0.25  -0.44  0.24
H  1.12  2.01  -0.91  0.21
H  -0.42  2.37  -0.37  0.22
H  -0.13  2.27  -2.10  0.25
H  1.46  -2.05  0.84  0.42
H  1.51  -1.99  -0.79  0.42

As for the multiplicity: 2. For the energy above the lowest of the compared OMol25 structures with the same formula, charge and spin, the calculation gives 1.7167 eV. Its net charge is +1. The maximum force comes out at 0.0646 hartree/bohr. The calculation puts the HOMO energy (spin up / spin down) at -15.258 / -15.209 eV. The energy is -8924.03420 eV.



A molecular structure, C33H57ClN2O2SiV in a non-equilibrium geometry. Source: OMol25; level of theory: wB97M-V/def2-TZVPD.

Last column: Löwdin spin population.
Cartesian coordinates (Å):
O  1.04  -2.76  0.45  0.02
O  -2.29  -2.27  -5.08  0.00
C  2.06  -2.46  -0.55  0.00
C  3.15  -3.48  -0.39  0.00
H  2.41  -1.44  -0.33  0.00
H  1.66  -2.41  -1.58  0.00
H  3.71  -3.28  0.54  0.00
H  3.81  -3.45  -1.27  0.00
H  2.68  -4.48  -0.34  0.00
C  -0.14  -3.43  -0.10  0.00
C  -0.06  -3.98  -1.49  0.00
H  -1.00  -2.75  -0.06  0.00
H  -0.30  -4.19  0.66  0.00
H  -0.21  -3.22  -2.28  0.00
H  -0.83  -4.74  -1.64  0.00
H  0.88  -4.51  -1.71  0.00
C  -3.01  -1.84  -3.92  0.00
C  -1.35  -1.27  -5.51  0.00
C  -3.76  -3.02  -3.33  0.00
H  -3.71  -1.01  -4.16  0.00
H  -2.26  -1.49  -3.18  0.00
H  -4.25  -3.61  -4.10  0.00
H  -4.52  -2.64  -2.64  0.00
H  -3.11  -3.68  -2.75  0.00
C  -0.67  -1.78  -6.77  0.00
H  -0.60  -1.16  -4.70  0.00
H  -1.84  -0.29  -5.70  0.00
H  -0.08  -2.68  -6.57  0.00
H  0.01  -1.02  -7.18  0.00
H  -1.42  -2.03  -7.52  0.00
H  -0.11  1.49  -1.36  0.00
N  1.56  0.78  2.18  0.00
C  1.53  2.10  2.47  0.03
C  0.38  2.86  2.28  0.00
C  -0.90  2.34  2.09  0.03
C  2.76  2.80  3.04  0.00
H  3.63  2.77  2.38  0.00
H  3.06  2.38  4.01  0.00
H  2.54  3.86  3.22  0.00
C  -2.06  3.33  2.12  0.00
H  -2.68  3.21  3.02  0.00
H  -2.71  3.24  1.24  0.00
H  -1.69  4.36  2.14  0.00
N  -1.12  1.00  2.01  0.00
C  2.80  0.09  2.37  0.01
C  3.84  0.13  1.41  0.00
C  3.77  0.97  0.17  0.00
C  4.97  -0.66  1.66  0.00
H  5.78  -0.66  0.93  0.00
C  5.10  -1.39  2.84  0.00
H  5.99  -1.99  3.02  0.00
C  4.10  -1.35  3.81  0.00
H  4.20  -1.88  4.76  0.00
C  2.94  -0.61  3.58  0.01
C  1.85  -0.50  4.60  0.03
C  -2.49  0.59  2.29  0.01
C  -3.47  0.48  1.27  0.01
C  -3.18  0.79  -0.17  0.00
C  -4.77  0.13  1.65  0.00
H  -5.53  0.02  0.89  0.00
C  -5.11  -0.05  3.00  0.01
H  -6.12  -0.33  3.27  0.00
C  -4.15  0.15  3.99  0.00
H  -4.41  0.08  5.04  0.00
C  -2.84  0.48  3.65  0.01
C  -1.83  0.83  4.70  0.01
V  0.09  -0.61  2.23  2.75
H  3.42  0.41  -0.71  0.00
H  4.77  1.35  -0.09  0.00
H  3.11  1.83  0.30  0.00
H  1.54  0.55  4.75  0.00
H  2.21  -0.88  5.56  0.00
H  0.95  -1.10  4.35  0.01
H  -4.01  0.46  -0.81  0.00
H  -2.26  0.30  -0.54  0.00
H  -3.07  1.88  -0.34  0.00
H  -0.91  0.22  4.65  0.01
H  -2.26  0.65  5.70  0.00
H  -1.54  1.89  4.64  0.00
H  0.48  3.95  2.37  0.00
C  0.23  0.81  -2.14  0.00
Si  0.46  2.58  -2.68  0.00
H  1.04  0.11  -1.87  0.00
H  -0.62  0.20  -2.50  0.00
C  1.86  2.42  -3.91  0.00
C  0.94  3.67  -1.18  0.00
C  -1.41  2.86  -3.05  0.00
H  -1.93  1.91  -3.24  0.00
H  -1.60  3.51  -3.91  0.00
H  -1.92  3.31  -2.18  0.00
H  2.73  1.98  -3.38  0.00
H  2.23  3.33  -4.39  0.00
H  1.60  1.72  -4.72  0.00
H  1.72  3.18  -0.57  0.00
H  0.08  3.81  -0.50  0.00
H  1.29  4.68  -1.45  0.00
Cl  -0.83  -2.44  3.25  0.02

As for the multiplicity: 4. The maximum force comes out at 0.0562 hartree/bohr. The calculation puts the HOMO energy (spin up / spin down) at -7.533 / -8.161 eV. The energy is -88309.53181 eV.